# 1
6
Properties=species:S:1:pos:R:3 method="wB97M-V/def2-TZVPD" e_lumo_ev="-0.91 / -0.87" charge=0 gap_ev="10.55 / 8.89" multiplicity=1 relative_energy_kcal_mol=88.2
O 2.961 0.704 0.682
O 2.979 -0.973 -0.665
N 2.564 -0.090 -0.076
N -0.081 0.456 -0.298
H 0.282 1.254 0.240
H -0.942 0.113 0.215

# 2
126
Properties=species:S:1:pos:R:3 method="wB97M-V/def2-TZVPD" e_lumo_ev=-0.01 charge=0 gap_ev=8.16 multiplicity=1 smiles="CCB(O)[C@@H](OC=O)c1ccccc1.CCO.CCO.CCO.CCO.CCO.CCO.CCO.CCO.CCO.CCO.CCO"
O -9.057 0.888 3.624
O -11.490 -2.813 2.414
O 3.844 -4.309 1.231
O -9.540 -0.154 0.951
O 3.929 -1.943 0.627
O -11.014 -7.539 2.819
O 6.934 3.305 -0.074
O 1.879 -6.741 1.634
O 4.931 0.036 -2.248
O 10.849 7.002 -5.530
O -4.941 -3.704 -3.373
O 10.743 5.238 1.949
O -4.611 -0.340 0.438
O 10.754 5.639 -2.861
C -10.226 -6.433 3.233
C 10.705 6.608 2.321
C -9.095 2.258 3.996
C 1.770 -0.982 -0.243
C 8.198 2.860 -0.545
C 10.025 6.759 3.666
C -1.198 0.027 0.528
C 4.856 1.273 1.314
C -11.997 -3.146 1.131
C -9.525 -6.756 4.536
C -5.361 -5.997 -2.786
C 4.423 -3.325 0.510
C -9.775 2.409 5.341
C 3.324 -1.459 -0.627
C -5.551 -1.211 1.051
C -5.031 -2.633 1.025
C 2.417 -7.834 -0.438
C -10.072 0.260 -0.299
C -10.951 -3.907 0.342
C 1.155 -1.507 1.191
C 1.371 -7.074 0.350
C -5.881 -4.575 -2.760
C 10.341 6.669 -6.814
C -8.982 0.259 -1.351
C 11.388 5.909 -7.602
C -0.599 0.555 -0.929
C 8.996 4.034 -1.073
C 11.653 7.642 -1.881
C -0.380 -0.967 1.562
C 3.972 1.343 -0.066
C 0.938 0.020 -1.292
C 11.811 6.147 -2.060
B 4.116 -0.032 -1.016
H 10.692 7.874 -1.410
H 6.472 3.720 -0.822
H -5.187 -6.327 -3.815
H 11.678 4.995 -7.075
H 9.991 7.809 3.970
H -4.857 -2.963 -0.004
H 11.010 5.641 -8.593
H -10.044 -3.306 0.223
H 10.172 7.168 1.547
H 11.640 7.553 -5.661
H -8.067 2.627 4.043
H 10.797 6.089 -3.722
H 3.350 -2.235 -1.511
H 12.457 8.049 -1.262
H 5.935 1.683 1.042
H 11.733 6.977 2.368
H -9.976 0.571 3.576
H -10.661 -4.821 0.870
H -9.628 2.818 3.222
H 1.085 -6.152 -0.165
H -6.833 -4.495 -3.293
H 10.556 6.186 4.433
H 5.905 -0.063 -2.033
H 1.398 0.402 -2.312
H 8.724 2.384 0.288
H -9.377 0.572 -2.321
H 12.764 5.907 -2.542
H 2.670 -6.191 1.503
H -8.545 -0.740 -1.451
H -10.699 -2.263 2.283
H -12.283 -2.224 0.616
H -5.703 -0.877 2.082
H 1.699 -2.215 1.956
H -8.886 -7.638 4.421
H -1.223 1.281 -1.604
H -4.490 -0.640 -0.479
H 8.462 4.528 -1.892
H 2.708 -8.749 0.089
H -8.836 0.472 1.192
H 3.325 -7.234 -0.557
H 9.975 3.709 -1.436
H 2.840 1.554 0.238
H -10.505 1.258 -0.183
H 9.141 4.785 -0.289
H 8.037 2.111 -1.326
H 4.416 1.994 2.148
H 9.445 6.057 -6.678
H -10.252 -6.990 5.320
H -6.072 -6.681 -2.313
H -11.666 -7.713 3.520
H 10.055 7.592 -7.329
H 5.361 -3.647 -0.155
H 9.824 4.921 1.901
H -10.872 -0.433 -0.576
H 9.002 6.370 3.629
H 0.474 -7.686 0.486
H -4.402 -6.067 -2.262
H -6.503 -1.131 0.519
H -8.169 0.935 -1.066
H -10.798 2.020 5.304
H 4.290 2.245 -0.775
H -6.033 -4.241 -1.729
H 12.295 6.510 -7.721
H -8.909 -5.915 4.867
H -10.876 -5.559 3.344
H -11.328 -4.175 -0.649
H -12.894 -3.758 1.266
H 11.778 5.640 -1.090
H 2.040 -8.103 -1.429
H -9.809 3.459 5.645
H -2.273 0.381 0.838
H -4.072 -2.702 1.549
H 4.920 0.205 1.791
H 11.663 8.151 -2.851
H -0.797 -1.322 2.611
H -9.495 -6.221 2.447
H -5.742 -3.317 1.499
H -4.820 -4.004 -4.291
H -9.244 1.836 6.108

# 3
13
Properties=species:S:1:pos:R:3 method="wB97M-V/def2-TZVPD" e_lumo_ev=0.81 charge=0 gap_ev=9.45 multiplicity=1 relative_energy_kcal_mol=51.9
N 0.356 0.681 1.272
N -2.642 -0.271 -0.016
N 0.135 1.292 -1.012
C -0.078 0.329 -0.015
C -1.508 -0.072 -0.052
C 0.660 -1.554 -0.160
H 1.142 1.399 -1.204
H -0.561 1.338 -1.762
H 1.730 -1.294 0.165
H 0.037 -2.062 0.696
H -0.239 0.430 2.063
H 0.387 -1.885 -1.199
H 0.580 1.670 1.224